# C5H8N2

A single C5H8N2 molecule (ωB97M-V with the def2-TZVPD basis set, OMol25).

```
15
Properties=species:S:1:pos:R:3
C -2.326 -0.316 0.192
C -0.863 -0.145 -0.184
C -0.277 1.211 -0.249
N 1.003 1.050 -0.058
C 1.333 -0.312 0.180
N 2.723 -0.555 0.372
C 0.229 -1.115 0.235
H -2.600 -1.365 0.056
H -2.512 -0.054 1.238
H -2.979 0.300 -0.438
H -0.717 2.183 -0.444
H 1.700 1.788 -0.102
H 2.798 -1.397 0.935
H 3.168 -0.777 -0.516
H -0.727 -0.496 -1.235
```

HOMO energy = -0.2780 Eh
gap between HOMO and LUMO = 8.05 eV
energy relative to the best compared isomer or geometry (same formula, charge and spin) = 79.7 kcal per mole
LUMO energy = 0.5 eV

# C5H8N2

A single C5H8N2 molecule (ωB97M-V with the def2-TZVPD basis set, OMol25).

```
15
Properties=species:S:1:pos:R:3
C -2.232 0.104 0.257
C -1.328 -0.918 0.010
N -0.083 -0.520 -0.324
C 0.960 -1.318 0.074
N 2.172 -0.788 0.061
C 1.757 0.593 0.125
C 0.300 1.010 -0.319
H -3.326 0.017 -0.189
H -1.860 1.299 0.568
H -1.537 -2.024 -0.443
H 0.878 -2.339 -0.028
H 1.930 0.971 1.211
H 2.614 1.215 -0.597
H -0.113 1.185 0.699
H -0.132 1.513 -1.106
```

HOMO energy = -0.3031 Eh
gap between HOMO and LUMO = 9.09 eV
energy relative to the best compared isomer or geometry (same formula, charge and spin) = 120.8 kcal per mole
SMILES = C=CN1C=NCC1
LUMO energy = 0.8 eV

# C5H8N2

A single C5H8N2 molecule (ωB97M-V with the def2-TZVPD basis set, OMol25).

```
15
Properties=species:S:1:pos:R:3
C -0.813 1.191 -0.311
C -0.489 -0.158 -0.233
C -1.388 -1.160 0.461
N 0.546 -0.715 -1.106
C 1.165 -0.424 0.155
C 1.742 0.896 0.396
N 2.949 0.786 0.316
H 0.977 1.746 0.357
H -1.606 1.589 0.316
H -0.522 1.802 -1.164
H -2.200 -1.470 -0.207
H -0.836 -2.058 0.749
H -1.830 -0.719 1.359
H 0.797 -0.033 -1.821
H 1.508 -1.272 0.734
```

HOMO energy (alpha / beta) = -0.3300 / -0.3018 Eh
gap between HOMO and LUMO (alpha / beta) = 8.27 / 8.11 eV
energy relative to the best compared isomer or geometry (same formula, charge and spin) = 121.3 kcal per mole
LUMO energy (alpha / beta) = -0.7 / -0.1 eV

# C5H8N2

A single C5H8N2 molecule (ωB97M-V with the def2-TZVPD basis set, OMol25).

```
15
Properties=species:S:1:pos:R:3
N -1.719 -2.102 2.069
C -1.096 -1.274 1.552
C -0.498 -0.098 0.861
N -1.541 0.655 0.174
C 0.532 -0.471 -0.213
C 1.847 0.224 -0.461
C 0.661 0.593 -1.280
H -0.058 0.538 1.639
H -2.276 0.958 0.796
H -1.926 0.063 -0.560
H 0.513 -1.517 -0.515
H 2.228 0.963 0.241
H 2.600 -0.380 -0.961
H 0.551 0.315 -2.322
H 0.183 1.533 -1.020
```

HOMO energy = -0.3680 Eh
gap between HOMO and LUMO = 10.97 eV
energy relative to the best compared isomer or geometry (same formula, charge and spin) = 37.9 kcal per mole
SMILES = N#C[C@H](N)C1CC1
LUMO energy = 1.0 eV